{
  "formula": "CH4O4Si",
  "method": "ωB97M-V/def2-TZVPD",
  "homo_ha": -0.3627,
  "de_lowest_kcal_mol": 136.0,
  "e_tot_ha": -630.867524,
  "homo_lumo_gap_ev": 10.39,
  "smiles": "OO[SiH3].O=C=O",
  "symbols": ["O", "O", "Si", "H", "H", "H", "H", "O", "C", "O"],
  "positions_angstrom": [[1.36046, 1.92742, 0.69776], [0.60270, 0.70781, 0.65588], [1.20973, -0.51940, -0.37037], [0.73096, 2.54209, 1.17754], [1.55514, 0.43182, -1.47117], [-0.22243, -1.27215, -0.32895], [2.40678, -1.17382, 0.03507], [-2.91710, -1.26411, -1.12247], [-2.52011, -0.89193, -0.13361], [-2.20612, -0.48774, 0.86032]],
  "forces_ev_per_angstrom": [[-0.48, 0.78, 0.44], [-0.21, -0.53, 0.60], [-2.72, 2.29, 0.08], [0.85, -1.24, -0.78], [-0.09, -0.90, -0.44], [2.35, 0.39, -0.45], [0.62, -0.84, 0.45], [-1.04, -1.47, -3.56], [-0.85, -0.16, -0.89], [1.57, 1.68, 4.56]],
  "nbo_charge": [-0.455, -0.633, 1.173, 0.471, -0.180, -0.180, -0.197, -0.516, 1.013, -0.496]
}